(1)
An isolated ion of composition C5H9N2 and charge +1 in a non-equilibrium geometry. Source: the Open Molecules 2025 dataset; level of theory: ωB97M-V with the def2-TZVPD basis set.

Summary:
Net charge = +1
Structure (SMILES) = CCc1c[nH]c[nH+]1

The geometry in XYZ format:
```
16
Properties=species:S:1:pos:R:3:forces:R:3
C -1.614641 -0.223410 1.650196 -0.82 1.36 0.22
C -0.664468 0.808071 1.018751 -0.85 0.03 -1.62
C 0.241020 0.321684 -0.074310 1.41 -3.11 0.75
C 1.440545 -0.378396 0.058807 0.73 2.73 0.17
N 1.952609 -0.563274 -1.212392 -1.45 -0.76 -0.80
C 0.995201 -0.289260 -2.095203 -0.42 -1.02 0.29
N -0.060017 0.154481 -1.416372 -0.19 1.66 0.24
H -2.248838 -0.659941 0.879905 0.51 -0.84 0.04
H -1.180290 -0.850226 2.416897 0.18 -0.59 -0.42
H -2.378208 0.366855 2.180172 0.37 0.03 0.14
H -1.338024 1.455759 0.439226 0.14 0.58 0.66
H -0.094129 1.367617 1.748047 0.02 0.18 0.04
H 2.152913 -0.273676 0.865010 -0.30 -0.54 0.25
H 2.721767 -1.128223 -1.526175 0.55 -0.03 0.46
H 0.924524 -0.717929 -3.082925 0.30 0.58 -0.24
H -0.849965 0.609868 -1.849632 -0.20 -0.25 -0.18
```
Positions in Å, forces in eV/Å.

In elementary charge units, the Löwdin charges are:
1. C -0.071
2. C -0.167
3. C -0.178
4. C 0.029
5. N 0.113
6. C -0.049
7. N 0.154
8. H 0.082
9. H 0.081
10. H 0.086
11. H 0.120
12. H 0.124
13. H 0.144
14. H 0.179
15. H 0.167
16. H 0.186

---

(2)
C23H53Br6N3O11P2 as an isolated structure in a non-equilibrium geometry. Source: the Open Molecules 2025 dataset; level of theory: ωB97M-V with the def2-TZVPD basis set.

Summary:
Net charge = 0

The geometry in XYZ format:
```
98
Properties=species:S:1:pos:R:3:forces:R:3
C 0.445950 0.918044 5.102618 0.29 0.66 -0.77
O 0.373770 1.744120 4.199441 -0.28 -0.27 0.38
N 1.345168 -0.069219 5.141141 0.36 -0.74 1.64
C 1.382765 -1.045083 6.238678 0.77 -0.68 -0.88
C 2.424922 -0.200024 4.199822 0.01 1.30 -1.30
H -0.203694 0.923368 5.987630 -0.19 0.00 -0.01
H 1.335382 -2.008441 5.727331 -0.17 -0.23 0.44
H 0.611741 -1.023055 7.001908 -0.35 0.51 -0.38
H 2.356546 -0.994055 6.732042 -0.03 0.14 0.09
H 2.632237 0.788793 3.778356 -0.32 0.01 0.05
H 3.386548 -0.506814 4.608148 -0.35 -0.49 0.47
H 2.157354 -0.790471 3.320672 0.04 -0.43 0.21
C 3.143026 -2.947331 -4.402018 -0.50 1.09 -0.01
O 3.904730 -3.028865 -5.339008 0.25 -0.25 -0.23
N 1.794656 -2.868800 -4.492924 -1.63 -1.04 -0.59
C 0.951937 -3.116532 -3.324237 1.79 1.04 1.88
C 1.073862 -2.992417 -5.750349 -0.19 1.05 -0.29
H 3.469708 -2.721997 -3.373171 0.16 -0.46 0.15
H -0.095743 -2.849794 -3.396129 -0.02 -0.17 -0.67
H 1.330956 -2.432321 -2.549801 -0.34 -0.50 -0.78
H 1.107844 -4.059515 -2.793921 -0.32 -0.58 -0.78
H 1.527305 -2.384316 -6.533469 0.59 -0.60 -0.12
H 0.840406 -4.010070 -6.061344 0.36 -0.10 -0.09
H 0.120830 -2.467237 -5.640510 -0.12 -0.26 0.35
C 1.374049 -0.515111 -0.513997 -0.70 1.24 -0.17
O 1.106189 -1.506240 -1.174027 0.20 0.34 1.38
N 0.591846 0.592309 -0.467621 1.00 0.42 -0.79
C 1.056542 1.831032 0.187411 -0.94 -1.21 1.83
C -0.553532 0.751172 -1.341978 0.28 -1.83 -1.08
H 2.284518 -0.373350 0.092418 0.05 -0.33 -0.02
H 0.433814 1.795294 1.091547 0.11 1.09 0.09
H 0.882344 2.750311 -0.362060 -0.05 -0.22 -0.34
H 2.070218 1.780033 0.591619 -0.05 -0.20 -0.59
H -1.519396 0.623986 -0.860261 0.05 0.45 0.41
H -0.502628 1.635119 -1.977820 -0.14 -0.65 1.60
H -0.531297 -0.030718 -2.108291 0.06 -0.51 0.47
C 4.722076 2.498633 3.186772 -1.31 0.08 -0.56
Br 3.061979 3.535708 3.493618 0.91 -0.24 -0.07
Br 6.319617 3.509387 3.432525 -0.23 -0.24 0.05
Br 4.591110 1.667230 1.421437 0.45 0.22 0.16
H 4.616974 1.634364 3.826615 0.51 0.29 0.43
C -4.121566 -0.401054 -1.097414 -0.01 -0.37 -0.19
Br -3.514679 -2.256241 -1.190284 -0.01 0.54 -0.22
Br -5.862366 -0.359405 -0.275665 0.10 0.18 -0.12
Br -4.081452 0.539968 -2.817428 0.00 -0.53 0.73
H -3.428523 0.092965 -0.430125 -0.08 0.12 -0.08
C -3.156414 3.193737 -5.325198 0.09 -0.01 0.07
C -2.072917 4.199265 -5.015825 -0.39 0.71 -0.93
O -0.844602 3.462796 -4.824183 0.42 0.09 0.85
P -0.219590 3.561757 -3.349606 0.84 1.26 -1.03
O -1.088487 3.090842 -2.271569 -0.55 1.62 -0.67
O 1.212470 2.851309 -3.458033 -1.10 1.13 -0.52
C 1.345157 1.424913 -3.559754 0.33 -0.73 0.71
C 2.351820 1.061833 -4.605655 0.21 1.37 -1.09
O 0.106880 5.113771 -3.215381 -0.14 -0.60 0.48
C 1.113090 5.886499 -3.882975 0.57 -0.36 -0.17
C 2.486900 5.623395 -3.249885 -0.65 0.46 -0.47
H -3.068843 2.472419 -4.514717 -0.43 -0.10 0.04
H -4.147090 3.647070 -5.346978 0.02 0.00 0.16
H -3.019218 2.648162 -6.258433 0.25 0.17 -0.06
H -1.875142 4.959772 -5.778667 0.03 -0.55 -0.52
H -2.382774 4.872132 -4.211401 0.36 -0.69 0.75
H 1.772390 1.161529 -2.584934 -0.56 -0.44 -0.16
H 0.366745 0.967011 -3.723731 0.28 -0.02 -0.02
H 2.114783 1.617697 -5.521393 -0.14 -0.18 -0.04
H 3.314116 1.482739 -4.305693 0.17 -0.47 0.03
H 2.410188 0.015095 -4.889275 0.01 -0.15 0.47
H 1.109548 5.693356 -4.959872 -0.02 -0.30 0.05
H 0.797223 6.923282 -3.778810 0.07 -0.01 0.28
H 2.856280 4.629565 -3.477851 -0.10 -0.09 0.02
H 3.194969 6.347248 -3.656408 0.05 0.06 0.23
H 2.364397 5.735731 -2.174338 0.31 0.07 0.05
C -2.568529 0.603760 2.656840 0.55 0.65 0.33
C -2.691816 -0.394484 3.774226 -0.84 0.74 1.19
O -3.037553 -1.739381 3.362832 1.32 0.11 0.09
P -2.161501 -2.929917 3.977480 -1.14 -0.99 -0.01
O -1.102658 -2.585372 4.931253 0.06 0.46 0.05
O -1.668477 -3.762886 2.721819 -0.19 0.09 0.31
C -0.591002 -3.215107 1.940735 0.41 0.69 -0.20
C 0.321653 -4.302926 1.473980 1.25 -0.41 -0.38
O -3.301865 -3.895554 4.575408 0.66 0.82 -0.80
C -3.372774 -4.185364 5.955441 0.14 -1.41 1.33
C -3.720979 -5.678032 6.117764 1.11 0.90 0.39
H -1.697904 0.436565 2.022369 -0.44 -0.61 -0.64
H -3.537067 0.792597 2.197113 0.23 -0.33 -0.62
H -2.252131 1.577018 3.051595 -0.31 -0.13 0.56
H -1.848215 -0.359730 4.464965 0.34 -0.46 -0.49
H -3.515879 -0.096082 4.428688 -0.18 0.12 -0.18
H -1.003861 -2.633352 1.118927 -0.27 -0.21 -0.22
H 0.000655 -2.495347 2.514383 -0.16 -0.07 0.34
H 0.977468 -4.683505 2.262317 -0.74 -0.40 0.40
H -0.183135 -5.097909 0.927123 -0.10 -0.09 0.29
H 1.118396 -3.948315 0.809899 -0.54 0.57 -0.36
H -2.410087 -4.089913 6.463543 0.17 0.39 -0.41
H -4.052546 -3.549446 6.526528 -0.30 0.23 -0.59
H -4.673787 -5.959993 5.684776 0.07 -0.17 -0.06
H -2.844532 -6.186264 5.711676 -0.48 -0.41 -0.53
H -3.637799 -5.917353 7.180988 -0.57 0.03 0.05
```
Positions in Å, forces in eV/Å.

In elementary charge units, the Löwdin charges are:
1. C -0.353
2. O -0.049
3. N -0.169
4. C -0.054
5. C -0.055
6. H 0.140
7. H 0.077
8. H 0.089
9. H 0.083
10. H 0.015
11. H 0.096
12. H 0.093
13. C -0.363
14. O 0.014
15. N -0.182
16. C -0.075
17. C -0.062
18. H 0.138
19. H 0.086
20. H 0.024
21. H 0.090
22. H 0.085
23. H 0.091
24. H 0.078
25. C -0.306
26. O -0.038
27. N -0.152
28. C -0.031
29. C -0.081
30. H 0.126
31. H 0.086
32. H 0.087
33. H -0.009
34. H 0.064
35. H -0.001
36. H 0.087
37. C -1.577
38. Br 0.598
39. Br 0.616
40. Br 0.590
41. H -0.056
42. C -1.594
43. Br 0.561
44. Br 0.576
45. Br 0.611
46. H -0.071
47. C -0.072
48. C -0.273
49. O -0.177
50. P 0.432
51. O -0.225
52. O -0.177
53. C -0.259
54. C -0.042
55. O -0.182
56. C -0.240
57. C -0.064
58. H 0.002
59. H 0.085
60. H 0.083
61. H 0.120
62. H 0.119
63. H 0.116
64. H 0.119
65. H 0.086
66. H 0.086
67. H 0.071
68. H 0.119
69. H 0.118
70. H 0.059
71. H 0.079
72. H 0.083
73. C -0.063
74. C -0.262
75. O -0.154
76. P 0.425
77. O -0.229
78. O -0.162
79. C -0.275
80. C -0.068
81. O -0.163
82. C -0.293
83. C -0.067
84. H 0.068
85. H 0.071
86. H 0.081
87. H 0.083
88. H 0.123
89. H 0.100
90. H 0.106
91. H 0.082
92. H 0.083
93. H 0.074
94. H 0.104
95. H 0.118
96. H 0.074
97. H 0.078
98. H 0.074

---

(3)
A 2-piece molecular cluster, C2H6FOP overall in a non-equilibrium geometry. Source: the Open Molecules 2025 dataset; level of theory: ωB97M-V with the def2-TZVPD basis set.

Summary:
Net charge = 0

The geometry in XYZ format:
```
11
Properties=species:S:1:pos:R:3:forces:R:3
C 2.047835 0.918101 0.764247 2.90 0.99 -2.06
C -1.368782 -1.145112 -1.583260 -0.76 2.79 0.82
O 0.986756 0.808262 1.434640 -1.26 -0.26 0.73
F -0.773782 0.339182 2.796796 -0.55 0.49 -0.10
P -0.391123 1.509231 1.738544 -1.12 -0.07 0.94
H -0.770116 -0.288698 -1.162208 -0.97 -0.51 0.00
H 2.641767 0.035421 0.794698 0.66 -0.28 -0.15
H 2.364252 1.833820 0.204497 -0.65 -0.87 0.63
H -1.887150 -0.711984 -2.461624 1.01 -0.93 -0.22
H -2.214812 -1.396734 -0.941638 0.42 -0.04 0.45
H -0.634845 -1.901489 -1.584691 0.32 -1.30 -1.03
```
Positions in Å, forces in eV/Å.

In elementary charge units, the Löwdin charges are:
1. C -0.134
2. C -0.052
3. O -0.461
4. F -0.386
5. P 0.842
6. H 0.006
7. H 0.060
8. H 0.088
9. H 0.028
10. H 0.015
11. H -0.006

---

Total energy (computed, Eh): -305.18287, -18026.96561, -596.17031